{
  "formula": "C3H9N4",
  "method": "ωB97M-V with the def2-TZVPD basis set",
  "symbols": ["H", "H", "N", "H", "C", "H", "N", "H", "C", "H", "H", "H", "H", "N", "C", "N"],
  "xyz": [[0.136, 2.870, 0.299], [1.242, -2.249, -0.122], [-1.881, -0.456, -0.315], [1.101, -0.186, -1.231], [-1.412, -1.199, -1.075], [0.725, -1.477, 1.388], [0.781, -0.179, -0.217], [-2.579, 1.099, 0.415], [1.358, -1.333, 0.452], [-1.491, -2.233, -1.530], [0.317, 2.001, -1.154], [0.167, 1.052, 1.502], [2.463, -1.197, 0.863], [-1.915, 0.469, 0.501], [0.468, 0.908, 0.437], [0.521, 2.112, -0.214]],
  "e_tot_ha": -338.221010,
  "largest_force_ha_per_bohr": 0.157,
  "de_lowest_ev": 3.746,
  "homo_lumo_gap_ev": [6.3, 8.3],
  "spin_multiplicity": 3,
  "total_charge": 1
}

{
  "formula": "C2H5N4",
  "method": "ωB97M-V with the def2-TZVPD basis set",
  "symbols": ["H", "H", "H", "C", "N", "N", "N", "N", "C", "H", "H"],
  "xyz": [[0.744, -2.618, 0.397], [-0.146, 1.924, -0.151], [-0.542, -1.226, 0.369], [-1.638, 0.322, 0.443], [0.509, -1.670, 0.164], [1.797, 0.231, -0.167], [2.319, 1.309, -0.030], [1.574, -0.885, 0.078], [-0.960, 1.217, -0.011], [-2.396, -0.378, 0.815], [2.729, 1.999, -0.644]],
  "e_tot_ha": -297.701952,
  "largest_force_ha_per_bohr": 0.074,
  "de_lowest_ev": 6.844,
  "homo_lumo_gap_ev": 9.4,
  "total_charge": 1
}